{
  "formula": "C36H93N7O11",
  "method": "ωB97M-V/def2-TZVPD",
  "species": ["C", "C", "H", "H", "H", "O", "H", "N", "C", "O", "C", "C", "C", "H", "H", "H", "O", "H", "O", "H", "C", "C", "H", "C", "N", "H", "H", "C", "H", "H", "H", "H", "C", "C", "H", "H", "O", "H", "O", "H", "H", "N", "C", "C", "H", "C", "O", "H", "N", "H", "H", "H", "H", "H", "H", "C", "H", "H", "H", "C", "H", "H", "C", "H", "H", "C", "C", "H", "H", "C", "H", "C", "H", "H", "C", "H", "H", "H", "H", "H", "H", "H", "H", "H", "N", "C", "H", "H", "H", "C", "H", "C", "H", "H", "H", "C", "O", "C", "H", "H", "C", "H", "C", "H", "H", "H", "C", "H", "H", "C", "H", "H", "H", "H", "H", "H", "H", "C", "H", "H", "C", "C", "H", "H", "H", "H", "H", "O", "O", "H", "H", "H", "N", "H", "N", "H", "H", "H", "H", "H", "H", "H", "O", "H", "H", "H", "C"],
  "positions_angstrom": [[23.092, -8.547, -8.780], [26.547, -20.862, -17.525], [17.254, -10.569, -14.003], [19.596, -13.565, -10.573], [24.710, -16.850, -17.234], [25.466, -10.013, -13.514], [21.503, -19.555, -11.905], [23.000, -16.012, -16.045], [24.786, -11.326, -13.661], [21.879, -18.259, -10.292], [16.138, -11.727, -12.410], [29.056, -23.443, -19.231], [23.482, -15.159, -13.591], [27.844, -23.651, -21.343], [22.085, -8.534, -8.364], [27.776, -7.975, -8.015], [17.493, -15.865, -14.143], [27.825, -9.555, -12.273], [26.603, -6.366, -7.775], [23.928, -21.141, -16.264], [27.607, -23.690, -19.366], [21.047, -19.147, -11.002], [20.393, -11.169, -11.544], [24.726, -16.198, -7.737], [27.487, -24.328, -20.684], [27.627, -20.772, -17.403], [19.370, -15.954, -14.805], [25.697, -9.696, -12.155], [15.982, -12.804, -12.348], [24.042, -17.870, -14.483], [25.867, -22.620, -19.822], [27.394, -24.411, -18.576], [26.735, -7.702, -8.186], [20.469, -8.507, -11.745], [14.616, -16.126, -12.677], [27.038, -9.680, -9.838], [18.449, -12.125, -11.534], [16.298, -17.612, -13.856], [23.143, -8.724, -10.160], [26.564, -17.353, -7.785], [26.080, -20.055, -18.089], [24.343, -16.780, -9.060], [22.575, -15.854, -14.624], [21.565, -9.546, -11.871], [24.804, -15.113, -7.813], [22.484, -9.875, -10.686], [26.424, -22.185, -17.920], [20.172, -18.670, -11.442], [27.195, -8.855, -10.399], [29.526, -22.739, -19.918], [18.367, -17.502, -14.774], [26.987, -8.104, -12.288], [23.091, -18.336, -8.285], [20.659, -19.868, -10.283], [22.379, -16.822, -14.163], [25.886, -17.018, -7.000], [22.364, -16.633, -16.524], [23.497, -7.551, -8.603], [20.004, -8.238, -12.694], [16.539, -16.656, -13.392], [13.217, -14.580, -15.065], [17.337, -12.318, -14.167], [26.980, -9.071, -11.785], [27.523, -17.562, -5.156], [25.454, -10.550, -11.523], [12.985, -16.313, -16.383], [23.265, -18.707, -10.297], [15.504, -14.753, -13.264], [9.677, -15.930, -17.048], [13.338, -15.662, -15.011], [24.620, -11.606, -14.701], [21.891, -14.391, -11.980], [15.109, -10.180, -11.600], [21.057, -14.990, -12.344], [23.915, -18.198, -8.985], [23.698, -18.367, -11.238], [28.166, -16.043, -4.860], [21.931, -10.250, -9.825], [29.194, -22.770, -18.384], [28.482, -16.871, -6.479], [25.278, -18.480, -15.553], [24.414, -15.723, -13.539], [23.783, -16.249, -9.712], [25.360, -7.778, -10.022], [14.937, -10.922, -12.262], [16.685, -11.491, -13.885], [26.521, -24.481, -20.935], [23.748, -14.147, -13.894], [12.987, -17.393, -16.239], [27.773, -16.641, -5.683], [17.950, -14.060, -10.919], [18.637, -16.567, -14.282], [23.822, -16.286, -7.135], [22.718, -20.908, -15.092], [29.790, -24.217, -19.010], [26.785, -6.015, -6.446], [11.780, -15.719, -17.028], [18.573, -13.201, -10.671], [25.487, -12.113, -13.383], [15.858, -11.404, -14.589], [26.415, -7.718, -9.754], [23.605, -9.280, -8.157], [23.604, -20.428, -15.506], [24.825, -9.086, -11.917], [26.339, -20.716, -16.466], [19.766, -8.890, -11.005], [10.569, -16.438, -16.684], [13.802, -16.069, -17.062], [26.587, -4.947, -6.360], [15.352, -15.821, -13.421], [20.443, -10.486, -13.044], [16.772, -16.686, -12.327], [17.497, -10.345, -11.461], [23.156, -10.716, -10.859], [26.727, -6.753, -10.154], [27.272, -21.603, -19.851], [26.100, -6.640, -5.873], [17.194, -11.388, -11.372], [20.871, -7.647, -11.211], [10.538, -17.372, -17.245], [24.314, -16.705, -16.228], [26.788, -22.399, -19.284], [23.857, -11.498, -13.118], [12.662, -16.073, -14.261], [10.554, -16.496, -15.595], [21.897, -13.410, -12.456], [21.810, -14.298, -10.897], [26.562, -16.033, -6.188], [23.236, -19.130, -15.882], [27.819, -6.133, -6.122], [16.749, -11.568, -10.393], [26.137, -8.426, -7.632], [20.999, -10.801, -12.263], [14.897, -10.289, -13.048], [14.736, -16.100, -14.704], [23.435, -19.771, -10.460], [15.345, -15.643, -15.368], [24.724, -18.852, -8.660], [25.066, -16.226, -15.601], [25.624, -17.891, -6.403], [18.382, -12.968, -9.624], [19.127, -16.803, -13.337], [23.057, -15.220, -12.221], [22.187, -9.396, -12.753], [21.550, -15.486, -14.669], [24.223, -20.524, -14.614], [24.259, -18.093, -15.528]],
  "forces_ev_per_a": [[-0.304, 0.721, 0.629], [2.030, 0.381, 1.632], [0.088, 0.158, 0.380], [0.281, 0.161, -0.834], [-0.616, 0.671, -0.224], [-0.569, -2.238, -0.977], [0.496, -0.464, 0.320], [1.681, 0.397, -0.053], [1.586, 0.409, -0.276], [1.683, -0.245, 0.203], [1.553, 0.370, -2.390], [2.282, 2.236, 1.797], [0.825, -0.302, -0.422], [0.140, -0.074, -0.404], [-0.514, 0.000, -0.317], [0.258, -0.384, -0.342], [-1.782, 0.075, 1.156], [0.090, -0.561, 0.255], [-0.722, 0.554, -1.413], [0.444, 0.628, -0.462], [0.641, -0.731, -1.281], [-1.018, -0.190, -0.360], [-0.521, 0.033, -0.144], [0.019, -0.959, -0.441], [-0.469, -0.011, 0.194], [0.497, 1.193, -0.809], [-0.128, -0.230, -0.521], [-3.046, -0.773, 0.410], [-0.620, -0.033, 0.197], [0.152, -0.138, 0.252], [-0.271, 0.183, -0.129], [-0.821, 0.154, -0.044], [0.393, 0.484, -1.564], [1.015, 0.411, 1.805], [0.095, -0.176, 0.342], [-0.009, -0.251, -0.133], [-1.101, 0.625, 0.054], [0.457, -0.120, 0.109], [0.252, -0.325, -0.947], [0.193, -0.146, -0.161], [-0.080, -0.318, -0.419], [-1.076, -1.611, 3.144], [-1.029, -1.157, 0.000], [1.317, -0.730, -0.377], [0.998, -0.181, -0.149], [-0.691, 1.039, 1.503], [-0.775, 0.088, -0.760], [0.024, 0.706, 0.473], [-0.357, 1.382, 1.812], [-0.342, -0.406, -1.139], [0.782, -0.310, -0.400], [0.105, 0.371, 0.103], [0.009, 0.605, 0.596], [0.193, -0.552, -0.389], [0.138, -0.574, 0.122], [0.537, 2.519, -0.564], [-0.632, 0.264, 0.167], [0.214, -0.136, 0.197], [0.055, -0.076, 0.162], [0.826, 1.790, 0.560], [-0.071, 0.132, 0.012], [-0.041, 0.027, -0.163], [0.735, 1.118, -1.590], [-0.143, -0.415, -0.226], [0.610, -0.691, 0.141], [-0.614, 1.675, -0.133], [-0.527, 0.815, -0.541], [0.543, 0.080, 0.171], [0.302, 0.637, 0.151], [0.605, -0.797, -0.375], [-0.167, 0.965, -0.261], [0.175, -1.375, -0.036], [-0.064, -0.237, 1.179], [-0.461, 0.392, 0.082], [0.007, -0.318, -2.218], [0.478, 0.862, 0.136], [0.167, 0.512, -0.619], [-0.948, -0.237, -0.068], [-0.182, -0.066, 0.868], [0.097, 0.318, 0.032], [-0.043, -0.569, -0.206], [0.188, 0.039, -0.284], [0.141, 0.712, -0.739], [-0.197, -0.191, 0.539], [-0.052, 0.708, 0.379], [0.008, -0.487, 0.993], [-0.245, -0.135, -0.043], [-0.197, 0.276, 0.130], [-0.546, -0.085, -0.281], [-0.755, -0.133, 0.788], [-0.188, -0.065, -0.270], [1.689, -0.733, -0.454], [-0.475, -0.356, 0.075], [-0.600, 0.033, -0.276], [-0.623, -0.570, -0.443], [0.054, -0.366, 0.115], [0.737, -1.252, 0.938], [0.196, -0.983, 1.132], [0.227, -0.020, 0.625], [-0.108, -0.360, 0.042], [1.049, -1.028, 0.548], [0.576, -0.291, -0.313], [-1.127, -1.140, 1.195], [0.300, 0.804, 0.477], [-1.079, -0.467, 0.028], [-0.551, -0.201, -0.310], [0.942, 0.573, -0.409], [-0.062, -0.054, -0.151], [-0.394, -0.151, 0.063], [-3.478, 0.112, -0.456], [-0.649, -1.077, -0.244], [1.068, -0.654, 0.076], [-0.186, 0.174, 0.034], [0.394, 0.260, -0.767], [0.494, -0.134, 0.002], [0.285, 0.457, 0.617], [0.059, 0.284, 0.742], [0.782, -0.206, -0.306], [0.030, 0.533, -0.513], [0.238, -0.501, 0.580], [-1.360, -1.651, 1.688], [-0.938, -1.880, 0.329], [-0.113, 0.709, 0.257], [0.074, 0.144, 0.248], [-0.445, -0.599, -0.049], [0.309, 0.035, -0.031], [-0.033, 0.155, -0.039], [-0.017, -1.365, -0.556], [1.730, 1.961, -0.562], [0.203, -0.408, 0.152], [0.270, 0.012, 0.303], [-0.519, 0.121, 0.223], [-0.159, -1.033, -0.494], [-0.375, -0.434, -0.830], [-1.199, 0.630, -1.133], [-0.649, -0.416, 0.903], [0.002, -0.118, -0.513], [0.244, 0.287, 0.006], [0.173, 0.364, -0.363], [-0.690, 0.143, -0.012], [-0.568, 0.479, 0.180], [-0.038, -0.204, 0.552], [-0.470, 0.933, -0.658], [0.510, 1.092, 0.210], [0.216, 0.823, 0.004], [0.833, 0.598, -0.157], [-0.244, -0.738, 0.418]],
  "mulliken_charge": [-0.934, -0.877, 0.443, -0.158, 0.415, -0.470, 0.331, -0.439, -0.898, -0.256, 1.252, -1.427, -0.181, 0.280, 0.444, 0.469, -0.273, 0.309, -0.319, 0.321, 0.441, -0.726, 0.046, -0.551, -0.715, 0.419, 0.107, 0.128, -0.476, -0.173, 0.310, 0.256, -0.609, -1.475, 0.598, 0.251, -0.098, 0.322, -0.330, 0.388, 0.357, 0.189, -0.626, 0.246, 0.476, -0.895, -0.332, 0.117, -0.341, 0.363, 0.444, 0.324, 0.359, 0.338, 0.385, -0.583, 0.393, 0.297, 0.425, -0.632, 0.273, 0.298, -0.900, 0.325, 0.279, -0.481, -0.775, 0.019, 0.242, -0.637, 0.438, -0.775, 0.309, 0.261, -0.434, 0.312, 0.297, 0.751, 0.324, 0.317, 0.421, 0.234, 0.192, -0.055, -0.713, -1.498, 0.261, -0.041, 0.316, -0.766, 0.196, -0.473, 0.352, 0.339, 0.353, -0.722, -0.372, -0.399, 0.444, 0.488, -0.012, 0.317, -0.952, 0.106, 0.239, 0.259, -0.597, 0.323, 0.240, -0.488, 0.232, 0.404, 0.419, 0.149, 0.300, 0.414, 0.302, -1.257, 0.364, 0.252, -0.951, -0.668, 0.225, 0.385, 0.268, 0.417, 0.238, -0.346, -0.405, 0.280, 0.425, 0.326, -0.281, 0.303, -0.200, 0.517, 0.225, 0.444, 0.271, 0.479, 0.439, 0.097, -0.340, 0.327, 0.385, 0.374, 0.306],
  "total_charge": 1,
  "spin_multiplicity": 2,
  "e_tot_ev": -71772.2393
}